# C4H5NO

The molecule C4H5NO (wB97M-V/def2-TZVPD, OMol25).

The geometry in XYZ format:
```
11
Properties=species:S:1:pos:R:3:forces:R:3
O -1.936 -0.946 -0.468 0.097 0.097 -0.224
C -0.798 -0.210 -0.272 0.229 -0.082 0.063
C 0.075 0.349 -1.276 0.038 -0.146 0.398
C 1.255 0.619 -0.475 0.050 0.059 0.116
C 1.114 0.136 0.805 -0.145 0.050 -0.135
N -0.129 -0.405 0.951 0.046 0.057 -0.106
H -2.015 -1.036 -1.431 -0.046 -0.008 0.252
H -0.979 0.981 -0.443 0.054 0.040 0.012
H 2.147 1.116 -0.845 -0.230 -0.135 0.113
H 1.792 0.176 1.655 -0.159 -0.004 -0.245
H -0.527 -0.780 1.801 0.064 0.072 -0.244
```
Positions in Å, forces in eV/Å.

LUMO level = 0.6 eV
DFT total energy = -285.2892 Ha
net charge = 0
gap between HOMO and LUMO = 9.221 eV
energy relative to the best compared isomer or geometry (same formula, charge and spin) = 3.413 eV
max |F| = 0.4 eV/A

Electronic structure analysis, natural (NBO) charges in units of e: number 1, O, carries -0.680; number 2, C, carries 0.198; number 3, C, carries -0.244; number 4, C, carries -0.382; number 5, C, carries 0.032; number 6, N, carries -0.555; number 7, H, carries 0.501; number 8, H, carries 0.270; number 9, H, carries 0.223; number 10, H, carries 0.215; number 11, H, carries 0.422